Record 1
ORCA calculation (ωB97M-V/def2-TZVPD) on a molecular structure, C22H33CrN2OP3 at a distorted geometry.

## Properties
HOMO level (spin up / spin down)   -14.67 / -13.62 eV
Energy above the lowest of the compared OMol25 structures with the same formula, charge and spin   0.726 eV
Expectation value of S²   6.098
E_tot   -3110.7609 Eh
Maximum force   0.0557 hartree/bohr

```
! RIJCOSX wB97M-V def2-TZVPD def2/J DEFGRID3
* xyz 2 5
Cr -0.371 0.224 -0.310
P -2.502 -0.666 -0.308
P -0.941 2.410 -0.503
N 0.131 -1.552 -1.129
N 1.182 0.699 -1.498
H 1.493 -2.422 -2.487
H 3.059 -0.250 -1.841
H 2.167 -2.146 -0.873
C 1.481 -1.726 -1.630
H 1.932 -0.331 -3.203
C 1.988 -0.358 -2.092
H -0.375 -3.578 -1.339
H 2.192 2.207 -2.543
C -0.737 -2.568 -1.116
C 1.343 1.963 -1.888
C -2.080 -2.295 -0.898
C 0.443 2.939 -1.484
H -2.786 -3.114 -0.860
H 0.600 3.969 -1.783
H -2.087 2.744 -1.281
H -0.992 3.327 0.579
H -3.522 -0.222 -1.181
H -3.234 -0.974 0.872
H -0.230 0.820 -4.185
C -1.293 0.579 -4.337
C -2.101 1.858 -4.379
C -1.413 -0.220 -5.617
O -1.789 -0.090 -3.154
H -1.860 2.450 -5.266
H -3.171 1.606 -4.400
H -1.915 2.460 -3.484
H -0.698 -1.048 -5.661
H -2.427 -0.606 -5.768
H -1.179 0.450 -6.452
H -1.303 -0.915 -2.888
C -1.652 0.813 2.834
P -0.124 0.307 1.973
C 1.135 1.229 2.903
C 1.200 1.018 4.291
C 2.004 1.842 5.080
C 2.780 2.849 4.491
C 2.738 3.026 3.104
C 1.935 2.217 2.295
C 0.217 -1.436 2.400
C 1.480 -1.967 2.084
C 1.714 -3.335 2.220
C 0.704 -4.178 2.703
C -0.540 -3.641 3.048
C -0.791 -2.274 2.900
H -1.534 1.863 3.136
H -1.793 0.199 3.733
H -2.539 0.736 2.193
H 0.610 0.219 4.758
H 2.017 1.696 6.163
H 3.412 3.488 5.116
H 3.337 3.814 2.647
H 1.918 2.353 1.208
H 2.283 -1.307 1.737
H 2.687 -3.748 1.950
H 0.890 -5.250 2.811
H -1.329 -4.291 3.436
H -1.765 -1.867 3.171
*
```

These are the Mulliken partial charges, in e, on atoms 1 to 5: -0.37, 0.21, 0.01, 0.45, 0.49


Record 2
ORCA calculation (ωB97M-V/def2-TZVPD) on 3 unconnected molecules or ions with the total composition C3H8N5 at a distorted geometry.

## Properties
HOMO level   -14.20 eV
Energy above the lowest of the compared OMol25 structures with the same formula, charge and spin   5.045 eV
E_tot   -392.4620 Eh
Maximum force   0.0403 hartree/bohr

```
! RIJCOSX wB97M-V def2-TZVPD def2/J DEFGRID3
* xyz 1 1
C -1.518 -1.969 0.344
C 2.462 0.218 0.125
C -1.651 -1.814 -0.841
N -1.606 1.261 1.185
N 1.407 0.631 -0.096
N 3.498 -0.332 0.641
N -0.937 1.203 -0.993
N -1.809 1.238 -0.025
H -1.521 -2.279 1.405
H -0.631 1.511 1.345
H -1.456 -1.519 -1.891
H 3.541 -0.386 1.633
H 4.110 -0.951 0.147
H -1.189 0.947 -1.908
H 0.082 1.095 -0.700
H -2.783 1.146 -0.372
*
```

These are the Mulliken partial charges, in e, on atoms 1 to 5: -0.33, 0.19, -0.39, -0.48, -0.31


Record 3
ORCA calculation (ωB97M-V/def2-TZVPD) on 3 unconnected molecules or ions with the total composition C7H14O at a distorted geometry.

## Properties
HOMO level (spin up / spin down)   -7.75 / -7.75 eV
Energy above the lowest of the compared OMol25 structures with the same formula, charge and spin   5.237 eV
E_tot   -350.1670 Eh
Maximum force   0.1193 hartree/bohr

```
! RIJCOSX wB97M-V def2-TZVPD def2/J DEFGRID3
* xyz 0 1
C 0.002 0.314 0.286
C -0.680 -1.257 -1.669
C 1.273 0.954 -0.235
C -1.230 1.188 0.173
C 0.563 -1.577 -2.428
C 0.386 -0.001 2.348
C -0.340 0.508 3.328
O -0.109 -0.970 0.195
H 1.247 -0.641 2.528
H -1.295 -0.455 -2.069
H -1.304 -2.101 -1.392
H 1.526 1.823 0.379
H 1.144 1.305 -1.262
H 2.096 0.238 -0.219
H -1.131 2.037 0.856
H -2.127 0.625 0.430
H -1.336 1.604 -0.832
H 0.332 -2.125 -3.354
H 1.105 -0.673 -2.717
H 1.234 -2.200 -1.830
H -0.141 0.285 4.379
H -1.214 1.118 3.105
*
```

These are the Mulliken partial charges, in e, on atoms 1 to 5: 1.46, -0.19, -1.61, -1.77, -0.96


Record 4
ORCA calculation (ωB97M-V/def2-TZVPD) on 7 unconnected molecules or ions with the total composition C3H21N2O6 at a distorted geometry.

## Properties
HOMO level (spin up / spin down)   -3.91 / -8.05 eV
Energy above the lowest of the compared OMol25 structures with the same formula, charge and spin   0.000 eV
Expectation value of S²   0.753
E_tot   -687.7575 Eh
Maximum force   0.0373 hartree/bohr

```
! RIJCOSX wB97M-V def2-TZVPD def2/J DEFGRID3
* xyz 0 2
C 3.112 -1.856 0.045
C 3.217 -0.517 -0.710
N 1.982 0.226 -0.727
C 1.909 1.536 -1.136
N 0.721 2.235 -1.154
H 4.083 -2.335 -0.003
H 2.756 -1.740 1.071
H 2.353 -2.511 -0.435
H 3.955 0.017 -0.098
H 3.386 -0.815 -1.756
H 1.147 -0.331 -0.850
H 2.830 2.085 -1.236
H -0.162 1.831 -0.873
H 0.530 3.078 -1.651
H -3.702 -1.518 0.317
H -3.030 -0.170 -0.041
O -3.852 -0.692 -0.158
H -2.863 0.510 3.095
H -1.847 0.096 4.018
O -2.007 0.814 3.402
H 0.656 -1.108 1.645
H 0.634 -0.373 3.087
O 0.802 -0.286 2.144
H -1.226 1.028 1.361
H -2.604 1.799 1.085
O -1.791 1.471 0.716
H -1.063 -1.687 -1.282
H -0.376 -3.022 -1.293
O -0.297 -2.149 -0.894
H -2.575 -0.270 -2.483
H -1.511 0.818 -2.473
O -1.616 -0.148 -2.373
*
```

These are the Mulliken partial charges, in e, on atoms 1 to 5: -1.04, -0.42, 0.20, -0.35, -0.28


Record 5
ORCA calculation (ωB97M-V/def2-TZVPD) on a molecular structure, C26H52Cl2EuN3O5Si2 at a distorted geometry.

## Properties
HOMO level (spin up / spin down)   -1.61 / -1.61 eV
Energy above the lowest of the compared OMol25 structures with the same formula, charge and spin   1.043 eV
Expectation value of S²   15.759
E_tot   -3772.2363 Eh
Maximum force   0.0588 hartree/bohr

```
! RIJCOSX wB97M-V def2-TZVPD def2/J DEFGRID3
* xyz -1 8
C -2.173 -0.219 -5.262
C -1.362 -1.215 -4.485
H -1.462 0.481 -5.711
H -2.844 0.282 -4.576
H -2.780 -0.643 -6.063
C -0.825 -2.343 -5.130
C -0.387 -2.381 -6.545
H -0.955 -3.302 -4.614
H 0.069 -1.441 -6.830
H -1.197 -2.593 -7.240
H 0.339 -3.195 -6.645
Eu 0.044 0.926 1.389
Cl -2.185 2.593 1.692
C 0.081 -2.332 1.539
O 0.874 -1.466 1.101
N 0.425 -3.433 2.211
C 1.822 -3.780 2.463
C -0.608 -4.318 2.743
H -1.010 -2.228 1.399
H 2.487 -2.974 2.126
H 2.075 -4.712 1.936
H 1.977 -3.964 3.536
H -1.532 -4.138 2.186
H -0.791 -4.118 3.810
H -0.294 -5.360 2.615
H 1.829 4.312 4.999
H -1.154 5.109 4.344
C 1.842 5.099 4.223
C -0.525 5.704 3.669
N 0.693 4.964 3.324
H 2.780 5.066 3.653
C 0.628 3.986 2.426
O 1.322 2.924 2.413
H -1.078 5.940 2.754
H -0.133 4.123 1.644
H 1.759 6.060 4.735
H -0.246 6.620 4.197
H 1.388 0.777 -3.400
H 2.152 -2.364 -3.640
C 2.430 0.512 -3.182
C 2.943 -1.922 -3.023
N 2.481 -0.698 -2.366
H 2.919 1.334 -2.653
C 2.579 -0.561 -1.009
O 2.389 0.492 -0.392
H 3.243 -2.655 -2.266
H 2.852 -1.508 -0.501
H 2.941 0.285 -4.124
H 3.784 -1.675 -3.680
O -0.547 -0.478 -3.392
C -1.601 -1.291 -2.940
C 0.035 -2.972 -1.917
C -1.280 -2.535 -2.146
H 0.838 -2.282 -2.168
C 0.305 -4.196 -1.304
H -2.437 -0.664 -2.578
C -2.321 -3.339 -1.617
H 1.335 -4.534 -1.184
C -0.749 -4.995 -0.807
C -2.061 -4.521 -0.941
H -3.346 -2.973 -1.729
H -0.565 -5.970 -0.360
H -2.875 -5.084 -0.491
Si -0.334 2.989 -1.967
Cl -0.828 0.932 -1.045
C 1.349 3.417 -1.290
C -1.517 4.156 -1.070
C -0.544 3.132 -3.779
H 1.773 2.746 -0.528
H 1.261 4.423 -0.847
H 2.091 3.493 -2.094
H 0.333 2.807 -4.356
H -0.669 4.214 -3.945
H -1.435 2.626 -4.175
H -2.193 3.632 -0.380
H -2.131 4.739 -1.762
H -0.939 4.866 -0.464
C 1.032 0.336 4.940
Si -0.817 -0.029 4.581
C -1.464 -1.452 5.659
C -1.793 1.533 5.086
O -0.973 -0.317 2.995
H 1.240 0.359 6.026
H 1.319 1.315 4.510
H 1.655 -0.451 4.478
H -1.953 -0.999 6.537
H -2.200 -2.072 5.125
H -0.649 -2.097 6.022
H -2.560 1.256 5.830
H -1.116 2.284 5.518
H -2.275 1.946 4.183
*
```

These are the Mulliken partial charges, in e, on atoms 1 to 5: -1.73, 1.43, 0.23, 0.35, 0.33


Record 6
ORCA calculation (ωB97M-V/def2-TZVPD) on 2 unconnected molecules or ions with the total composition C4H13NO2 at a distorted geometry.

## Properties
HOMO level   -9.20 eV
Energy above the lowest of the compared OMol25 structures with the same formula, charge and spin   0.885 eV
E_tot   -365.4100 Eh
SMILES string   C[C@H](N)CCO.O
Maximum force   0.0329 hartree/bohr

```
! RIJCOSX wB97M-V def2-TZVPD def2/J DEFGRID3
* xyz 0 1
C -1.051 0.052 0.377
C 0.362 0.397 0.911
C 1.325 -0.713 0.446
C 2.658 -0.977 1.194
O 2.553 -0.832 2.603
N 0.772 1.624 0.267
H -1.561 -0.788 0.853
H -0.905 -0.237 -0.638
H -1.596 0.988 0.505
H 0.385 0.366 2.001
H 0.831 -1.689 0.521
H 1.545 -0.531 -0.615
H 2.930 -2.005 0.919
H 3.470 -0.315 0.909
H 1.788 -1.348 2.903
H 1.749 1.852 0.335
H 0.169 2.412 0.443
H -5.320 -0.184 -4.802
H -4.710 1.160 -4.294
O -5.396 0.768 -4.840
*
```

These are the Mulliken partial charges, in e, on atoms 1 to 5: -1.36, 0.76, -1.13, -0.51, -0.52


Record 7
ORCA calculation (ωB97M-V/def2-TZVPD) on 2 unconnected molecules or ions with the total composition C8H18O3S at a distorted geometry.

## Properties
HOMO level   -8.32 eV
Energy above the lowest of the compared OMol25 structures with the same formula, charge and spin   0.000 eV
E_tot   -939.5094 Eh
SMILES string   CC[C@](C)(O)SO.CCC(C)=O
Maximum force   0.0209 hartree/bohr

```
! RIJCOSX wB97M-V def2-TZVPD def2/J DEFGRID3
* xyz 0 1
C 2.699 -0.450 -1.945
C -2.073 1.554 3.466
C -0.430 -2.135 -3.493
C 0.647 0.677 2.318
C 1.471 -0.590 -2.834
C -1.898 0.852 2.125
C 0.612 -1.778 -2.469
C -0.536 1.129 1.482
O -0.892 -1.321 0.401
O 0.768 -2.417 -1.454
O -0.361 2.474 1.153
S -0.511 0.193 -0.139
H 3.241 0.461 -2.186
H 2.395 -0.407 -0.902
H 3.365 -1.300 -2.073
H -3.104 1.463 3.799
H -1.430 1.113 4.224
H -1.830 2.611 3.374
H 0.056 -2.716 -4.275
H -0.857 -1.243 -3.942
H -1.211 -2.743 -3.046
H 0.709 1.274 3.224
H 0.539 -0.373 2.577
H 1.564 0.818 1.750
H 1.751 -0.670 -3.886
H 0.842 0.299 -2.729
H -2.013 -0.226 2.242
H -2.672 1.195 1.431
H -0.217 -1.934 0.068
H -1.131 2.780 0.657
*
```

These are the Mulliken partial charges, in e, on atoms 1 to 5: -1.05, -1.28, -1.39, -1.71, -0.40


Record 8
ORCA calculation (ωB97M-V/def2-TZVPD) on a single C8H7NSe molecule at a distorted geometry.

## Properties
HOMO level   -8.25 eV
Energy above the lowest of the compared OMol25 structures with the same formula, charge and spin   0.215 eV
E_tot   -2765.1582 Eh
SMILES string   C1=Nc2ccccc2[Se]C1
Maximum force   0.0963 hartree/bohr

```
! RIJCOSX wB97M-V def2-TZVPD def2/J DEFGRID3
* xyz 0 1
C 2.375 -0.750 0.150
C 1.692 -1.939 -0.009
C 1.662 0.444 0.309
C 0.309 -1.972 0.092
C 0.332 0.552 0.384
C -0.339 -0.778 0.189
C -1.477 1.977 0.223
C -2.269 1.105 -0.652
N -0.326 1.734 0.610
Se -2.357 -0.778 0.022
H 3.472 -0.670 0.116
H 2.110 -2.895 -0.165
H 2.332 1.195 0.444
H -0.138 -2.957 0.217
H -1.781 3.024 0.455
H -3.377 1.368 -0.555
H -2.220 1.340 -1.830
*
```

These are the Mulliken partial charges, in e, on atoms 1 to 5: -0.54, -0.35, -0.16, -0.64, 0.11